1.
C25H30N3O9RuS3 as an isolated structure in a non-equilibrium geometry. Source: the OMol25 dataset; level of theory: ωB97M-V with the def2-TZVPD basis set.

Geometry (Å):
Ru: -0.50724 -0.34815 -0.34909
C: -0.06651 2.20555 -3.68787
C: 0.00267 1.05612 -2.74310
N: -1.03888 0.54710 -2.15957
O: -2.21117 1.23613 -2.42360
C: 1.25298 0.39465 -2.44347
C: 2.53339 0.78334 -3.09239
N: 1.06506 -0.63532 -1.63584
O: 1.95538 -1.50368 -1.46174
H: -1.08564 2.40689 -3.99692
H: 0.55906 2.01780 -4.55987
H: 0.32782 3.09031 -3.18154
H: -2.94134 0.65171 -2.14559
H: 2.70360 1.85257 -2.95750
H: 2.55257 0.56908 -4.16383
H: 3.35073 0.23305 -2.62928
O: -4.47540 0.27477 -1.03523
S: -4.04452 0.57270 0.31025
O: -4.57836 -0.20625 1.37898
N: -2.39321 0.59666 0.30936
C: -1.90953 1.81391 0.45795
S: -0.23874 1.97064 0.29523
C: -2.92559 2.85994 0.69010
C: -2.75854 4.21355 0.91511
C: -3.89645 4.99073 1.08965
C: -5.16705 4.42603 1.03468
C: -5.33549 3.06452 0.80369
C: -4.19533 2.31004 0.63949
H: -1.76623 4.64411 0.95137
H: -3.79598 6.05269 1.27024
H: -6.03625 5.05496 1.17290
H: -6.31889 2.61653 0.75720
O: -1.51084 -1.64920 1.60022
C: -1.78583 -2.43086 0.67820
O: -1.37547 -2.23722 -0.53172
C: -2.60077 -3.65364 0.93580
C: -2.59100 -4.70948 0.03672
C: -3.32913 -5.87095 0.27721
C: -4.06539 -5.90413 1.43455
O: -4.88124 -6.90475 1.88502
C: -5.36856 -6.47486 3.15653
O: -4.91633 -5.14325 3.37685
C: -4.08174 -4.84668 2.32842
C: -3.35851 -3.70581 2.11550
H: -1.99894 -4.61473 -0.86303
H: -3.32900 -6.70297 -0.41275
H: -4.97049 -7.12985 3.93612
H: -6.45883 -6.49375 3.14898
H: -3.36884 -2.86689 2.79680
C: 1.37130 -2.01686 5.26728
C: 1.85309 -1.74174 3.84615
C: 1.16998 -2.67277 2.85926
S: 1.43217 -2.32649 1.11072
O: 1.01282 -0.86348 0.98948
C: 3.24276 -2.29985 1.01915
C: 3.84316 -0.90806 1.15105
C: 5.36289 -0.97285 1.04551
H: 1.86094 -1.35440 5.98130
H: 1.58330 -3.04624 5.56338
H: 0.29437 -1.86092 5.34585
H: 2.93808 -1.86077 3.79555
H: 1.62491 -0.71075 3.56901
H: 0.08402 -2.60587 2.94592
H: 1.45827 -3.71905 3.00136
H: 3.47424 -2.71590 0.03990
H: 3.60288 -2.98637 1.78964
H: 3.54586 -0.44676 2.09234
H: 3.43200 -0.28763 0.35493
H: 5.79342 -1.57451 1.84888
H: 5.79919 0.02448 1.10579
H: 5.66923 -1.41554 0.09571

Force components x, y, z for each atom (eV/Å):
-0.424 -0.363 -0.763
0.045 -0.017 -0.041
0.133 -0.348 -0.151
-0.242 0.495 0.088
-0.053 -0.023 0.020
-0.889 0.160 -0.351
0.158 -0.423 -0.033
0.885 0.319 0.626
-0.023 0.004 0.003
0.007 -0.012 -0.005
0.004 0.008 0.007
-0.013 0.012 -0.005
0.051 -0.016 0.048
-0.008 0.007 -0.024
0.017 -0.011 -0.002
-0.006 0.002 0.006
0.012 0.026 0.016
-0.111 -0.094 -0.057
0.018 -0.006 0.030
0.410 0.265 0.279
0.065 0.011 0.112
0.073 0.140 0.108
-0.073 0.007 0.013
0.031 0.005 0.002
0.006 0.017 0.005
0.004 -0.024 -0.004
-0.041 -0.002 0.018
0.076 -0.043 -0.055
-0.006 0.003 0.003
0.003 -0.002 -0.001
-0.004 -0.003 -0.001
0.001 0.005 0.001
-0.055 -0.091 0.029
-0.110 -0.398 -0.387
0.215 0.122 0.187
-0.006 0.021 -0.014
-0.010 0.022 -0.031
0.001 -0.018 -0.014
0.006 -0.007 -0.005
-0.013 0.006 -0.004
0.006 -0.011 0.009
-0.018 0.011 -0.004
0.013 0.007 -0.002
0.017 0.007 0.029
-0.003 -0.007 0.006
0.001 0.004 -0.001
0.016 -0.003 -0.001
-0.005 0.008 -0.002
-0.003 -0.004 0.002
0.006 0.007 -0.016
-0.031 0.034 0.021
0.058 0.005 -0.019
0.076 -0.451 -0.006
-0.261 0.681 0.296
-0.059 -0.027 0.025
0.022 -0.015 -0.033
-0.013 0.007 -0.004
-0.002 -0.005 0.001
0.000 0.002 0.006
0.001 -0.003 0.002
-0.001 -0.010 0.002
0.001 -0.002 -0.002
-0.009 -0.008 0.025
0.030 0.006 -0.021
0.010 -0.006 0.008
0.007 0.020 0.008
0.003 0.000 0.005
0.003 0.003 0.008
0.002 -0.001 -0.002
-0.001 -0.005 0.001
0.002 0.001 0.003

Its spin multiplicity is 2. The frontier orbital gap (alpha / beta) comes out at 7.384 / 7.237 eV. The calculation puts the energy relative to the best compared isomer or geometry (same formula, charge and spin) at 5.3 kcal per mole. The calculation puts the LUMO energy (alpha / beta) at -0.4 / -0.5 eV. As for the net charge: 0. As for the HOMO energy (alpha / beta): -7.82 / -7.79 eV. As for the total energy: -3101.4274 hartree.



2.
A 4-piece molecular cluster, CH9NO4 overall in a non-equilibrium geometry. Source: the OMol25 dataset; level of theory: ωB97M-V with the def2-TZVPD basis set.

Geometry (Å):
C: -1.17745 0.31712 1.94285
N: -1.51414 1.30274 1.06281
O: -0.02572 -0.31596 1.77783
H: -1.78787 0.32871 2.83517
H: -2.42002 1.51608 1.14286
H: -0.67961 1.95851 0.77100
H: 0.60418 -3.26005 -0.09794
H: 0.61002 -1.73860 0.70808
O: 0.63335 -2.28306 -0.14109
H: 0.19554 1.25790 -1.17141
H: 1.64286 1.57653 -1.27312
O: 0.75103 2.02027 -1.27000
H: 1.60314 -0.56842 -2.90824
H: 0.90814 -1.62161 -2.04988
O: 0.76475 -0.73012 -2.49839

Force components x, y, z for each atom (eV/Å):
6.587 -1.107 -2.066
5.867 -0.706 0.049
-5.407 2.501 1.523
-0.418 -1.168 0.284
-3.812 2.251 0.016
-2.620 -1.793 0.121
-0.003 1.192 0.971
-0.190 -1.537 -1.187
0.141 0.202 0.137
-0.681 -0.860 -0.219
-1.280 0.850 -0.008
1.869 -0.045 0.291
0.669 0.283 -0.531
-0.528 1.746 -0.299
-0.194 -1.807 0.917

Its spin multiplicity is 1. The frontier orbital gap comes out at 11.149 eV. The calculation puts the energy relative to the best compared isomer or geometry (same formula, charge and spin) at 46.3 kcal per mole. The calculation puts the LUMO energy at 0.6 eV. As for the net charge: 0. As for the HOMO energy: -10.53 eV. The SMILES is NC=O.O.O.O. As for the total energy: -399.1777 hartree.



3.
A 2-piece molecular cluster, C6H11NO overall in a non-equilibrium geometry. Source: the OMol25 dataset; level of theory: ωB97M-V with the def2-TZVPD basis set.

Geometry (Å):
C: -1.32650 -1.33298 -2.08223
C: -0.13174 -0.68904 -1.42828
C: -0.09484 -0.73138 0.10367
N: 1.20480 -0.96690 0.64283
O: 0.74630 -0.14452 -2.05722
H: 1.86758 -0.51701 0.00797
H: -0.79853 -1.48365 0.47308
H: -1.35597 -1.09125 -3.14322
H: -1.26155 -2.41587 -1.95746
H: -2.24984 -1.00588 -1.60048
C: 1.23134 0.55593 2.02031
C: -0.43825 0.64277 0.72121
C: -0.30389 1.84303 0.09263
H: -1.05317 0.49477 1.59935
H: 2.02881 1.10180 1.52278
H: 1.60332 -0.18010 2.72452
H: 0.67159 1.23446 2.66196
H: -0.25403 2.76261 0.65954
H: -0.08544 1.92321 -0.96095

Force components x, y, z for each atom (eV/Å):
0.020 0.113 -0.115
-0.132 0.037 0.146
-0.656 0.635 -0.443
-0.143 1.676 1.806
-0.030 -0.152 0.141
-0.046 0.216 0.056
0.007 0.035 -0.109
0.034 -0.018 0.045
0.011 -0.011 0.027
0.026 0.000 0.036
2.589 -1.752 0.422
-1.720 0.296 -2.188
0.025 -1.034 0.544
0.468 0.194 0.269
-0.032 -0.054 0.183
0.432 -0.087 -0.070
-0.763 -0.006 -0.805
-0.375 0.036 0.102
0.283 -0.125 -0.049

Its spin multiplicity is 1. The frontier orbital gap (alpha / beta) comes out at 8.196 / 8.197 eV. The calculation puts the energy relative to the best compared isomer or geometry (same formula, charge and spin) at 128.9 kcal per mole. The calculation puts the LUMO energy (alpha / beta) at -0.1 / -0.1 eV. As for the net charge: 0. As for the HOMO energy (alpha / beta): -8.29 / -8.29 eV. As for the total energy: -365.0260 hartree.